Record 1
The following is a DFT calculation (the ωB97M-V functional and the def2-TZVPD basis) of the molecule C4H6OS.

gap between HOMO and LUMO	9.0	eV
spin multiplicity	1
LUMO level	0.700	eV
DFT total energy	-17123.9937	eV
relative energy (zero: lowest compared OMol25 entry of this formula, charge and spin)	95.4	kcal per mole
SMILES	O[C@H]1C=CSC1
max |F|	5.920	eV/A

```
12
Properties=species:S:1:pos:R:3:forces:R:3
C 0.761 -0.335 0.383 0.9 -0.5 3.6
C -0.442 -1.380 0.330 -1.7 -0.1 -1.8
C -1.149 1.154 -0.012 4.0 2.2 -1.2
C 0.220 1.148 0.387 -2.0 1.4 -1.1
H 1.205 0.459 -1.281 1.4 -3.8 1.4
H 1.573 -0.746 1.139 -2.1 1.3 -0.3
H -0.125 -1.927 -0.682 -0.9 0.2 2.7
H -1.080 -1.961 1.182 2.9 1.1 -1.7
H -1.423 2.159 -0.576 -0.3 -2.3 1.6
H 0.865 2.278 0.188 -1.7 -4.0 1.1
O 1.502 -0.467 -0.754 -0.5 4.0 -4.4
S -1.908 -0.382 -0.304 0.1 0.6 0.2
```
Positions in Å, forces in eV/Å.

***

Record 2
The following is a DFT calculation (the ωB97M-V functional and the def2-TZVPD basis) of a structure of composition C6H14BrF3LiO5S.

gap between HOMO and LUMO	7.1	eV
spin multiplicity	1
LUMO level	2.438	eV
DFT total energy	-105926.3157	eV
relative energy (zero: lowest compared OMol25 entry of this formula, charge and spin)	34.6	kcal per mole
total charge	-1
max |F|	4.529	eV/A

```
31
Properties=species:S:1:pos:R:3:forces:R:3
Li 1.038 -0.058 -0.999 -0.1 0.6 -0.9
Br 3.008 -0.096 -2.521 0.0 -0.2 0.4
C -2.421 2.895 -1.212 3.2 -0.8 -3.1
F -1.996 3.157 0.030 -1.1 0.3 -0.3
F -3.323 1.931 -1.246 -0.8 -0.3 0.9
F -2.927 3.945 -1.878 -0.4 0.4 1.3
S -0.871 2.387 -2.319 1.8 1.0 1.2
O -0.234 1.291 -1.590 -1.2 -0.4 0.0
O -1.355 2.122 -3.641 -1.1 -0.7 -0.1
O -0.007 3.543 -2.250 -0.6 0.8 0.2
C 0.584 1.653 2.663 -0.3 -1.4 0.3
C 1.381 0.434 2.194 -0.7 0.0 0.7
C 0.803 -0.929 2.675 -0.2 0.5 -1.6
O 1.495 0.544 0.780 0.3 -0.8 0.5
H -0.441 1.479 2.339 -0.1 0.2 0.0
H 0.895 2.604 2.231 0.3 -0.1 0.3
H 0.608 1.584 3.751 -0.1 0.7 0.2
H 2.378 0.395 2.632 0.3 0.5 0.0
H 0.515 -0.939 3.726 0.6 0.0 0.0
H 1.541 -1.667 2.360 0.1 -0.3 0.7
H -0.090 -1.234 2.129 -0.3 0.4 -0.2
H 2.176 1.215 0.692 0.1 0.1 -0.8
C -0.220 -3.793 -1.532 1.4 1.2 0.5
C -0.172 -2.513 -0.639 -1.8 -1.1 0.0
O -0.396 -1.305 -1.335 0.9 -0.6 -0.2
H 0.699 -3.741 -2.115 -0.1 -0.1 -0.4
H -1.075 -3.825 -2.207 -0.1 -0.1 0.2
H -0.100 -4.686 -0.918 -0.5 0.0 0.0
H 0.745 -2.480 -0.051 0.1 0.3 -0.3
H -1.011 -2.516 0.056 0.1 -0.7 0.6
H -1.229 -1.397 -1.803 0.1 0.5 -0.2
```
Positions in Å, forces in eV/Å.

***

Record 3
The following is a DFT calculation (the ωB97M-V functional and the def2-TZVPD basis) of the ion C6H3N4 with charge +1.

gap between HOMO and LUMO (alpha / beta)	7.1 / 6.9	eV
spin multiplicity	1
LUMO level (alpha / beta)	-7.316 / -7.559	eV
DFT total energy	-12216.6899	eV
relative energy (zero: lowest compared OMol25 entry of this formula, charge and spin)	15.0	kcal per mole
total charge	+1
SMILES	N#CC1=C(C#N)[N+]#CNC1
max |F|	6.602	eV/A

```
13
Properties=species:S:1:pos:R:3:forces:R:3
C -0.774 1.912 -0.102 0.4 -1.2 0.7
C -2.285 -1.706 -0.203 -0.6 -2.4 0.7
C -4.011 0.643 0.131 0.4 0.8 -0.7
C -1.653 -0.514 -0.137 -2.6 6.1 -0.4
C -2.676 0.807 -0.221 4.6 -4.6 0.8
C -0.169 -0.291 -0.160 0.4 -0.2 -4.0
N -2.787 -2.741 -0.031 0.1 0.5 -0.4
N -5.118 0.518 0.402 -0.7 -0.2 0.3
N -1.903 1.910 -0.536 -0.7 0.6 -0.6
N 0.197 1.100 0.197 -1.5 1.8 -0.8
H 0.280 -0.872 0.545 1.2 -1.7 2.3
H 0.372 -0.696 -1.165 -1.4 1.3 1.9
H 0.802 1.425 0.938 0.5 -0.7 0.1
```
Positions in Å, forces in eV/Å.

***

Record 4
The following is a DFT calculation (the ωB97M-V functional and the def2-TZVPD basis) of a structure of composition C30H52BrMnN3P2S.

gap between HOMO and LUMO (alpha / beta)	5.2 / 4.3	eV
spin multiplicity	6
LUMO level (alpha / beta)	-6.460 / -7.306	eV
DFT total energy	-167183.6436	eV
relative energy (zero: lowest compared OMol25 entry of this formula, charge and spin)	16.9	kcal per mole
total charge	+2
<S²>	8.781
max |F|	3.183	eV/A

```
90
Properties=species:S:1:pos:R:3:forces:R:3
N 6.952 -1.687 7.775 -0.2 0.0 0.4
C 5.676 -1.864 8.118 -0.4 0.0 -0.9
C 4.621 -1.723 7.197 0.1 0.3 -0.6
C 4.891 -1.353 5.845 1.4 0.0 0.6
C 6.267 -1.197 5.524 -0.1 0.0 0.5
C 7.245 -1.357 6.525 -0.5 0.0 -0.7
C 3.835 -1.140 4.836 0.2 -0.1 -0.1
Mn 0.831 0.124 1.011 -1.3 1.6 -1.6
P -0.305 -2.637 -4.325 -0.7 -0.9 -2.1
C 4.027 -0.746 3.545 0.6 0.4 1.0
C 3.019 -0.845 2.521 0.0 -0.5 -0.5
C 3.436 -1.349 1.264 -0.7 -2.0 -0.2
C 2.581 -2.258 0.558 0.8 1.5 -0.4
C 1.220 -2.329 0.870 -1.3 1.4 2.6
C 0.742 -1.704 2.092 2.1 -0.3 0.0
C 1.636 -0.791 2.791 -0.1 -2.2 0.7
Br -0.208 -2.781 -0.287 0.6 -0.3 0.5
H 2.855 -1.420 5.211 -0.2 0.1 -0.3
H 5.055 -0.576 3.220 -0.3 0.1 0.0
H 3.602 -1.892 7.549 0.2 0.1 -0.2
H 6.611 -0.955 4.517 -0.2 0.0 0.3
H 5.464 -2.145 9.153 0.1 0.1 -0.3
H 8.314 -1.233 6.304 -0.5 0.0 0.0
H 4.496 -1.252 1.021 -0.3 -0.3 -0.1
H 1.388 -0.336 3.731 -0.6 -0.1 0.4
H 2.939 -2.882 -0.264 0.1 0.6 0.0
H -0.200 -2.008 2.527 -0.3 0.5 -0.3
P 1.608 1.680 -0.735 0.4 -0.5 0.5
C -0.713 -3.897 -3.092 0.6 -0.3 1.0
C -0.743 -5.311 -3.673 -0.2 -0.2 -0.2
H -1.685 -3.643 -2.639 0.1 0.0 -0.1
H 0.046 -3.857 -2.294 -0.5 -0.4 -0.6
H -1.142 -6.029 -2.940 0.1 0.2 -0.2
H -1.383 -5.332 -4.568 0.3 -0.1 0.3
H 0.269 -5.648 -3.949 -0.4 0.1 0.0
C 1.479 -2.362 -4.309 0.8 0.1 0.3
C 1.976 -2.351 -5.769 0.4 0.0 0.1
H 1.949 -3.178 -3.735 0.0 0.2 -0.2
H 1.712 -1.415 -3.798 0.1 -0.3 -0.1
H 3.067 -2.418 -5.833 -0.1 0.1 0.1
H 1.558 -3.202 -6.317 0.1 0.2 0.1
H 1.678 -1.435 -6.291 -0.1 -0.2 0.1
C -1.119 -1.090 -3.870 -0.3 0.7 0.3
C -2.366 -0.952 -4.786 0.1 0.2 0.1
H -0.411 -0.247 -4.035 -0.4 -0.5 0.1
H -1.390 -1.109 -2.800 0.0 0.3 -0.2
H -2.724 0.081 -4.853 0.0 -0.1 0.1
H -2.115 -1.297 -5.802 -0.1 0.2 0.4
H -3.194 -1.566 -4.416 0.2 0.0 -0.1
C 0.486 2.922 -1.513 -0.3 -0.2 0.2
C 1.047 4.344 -1.540 0.0 0.3 0.0
H -0.477 2.869 -0.973 0.4 0.1 -0.2
H 0.291 2.555 -2.534 0.1 0.0 0.3
H 0.968 4.820 -0.553 0.1 -0.1 -0.3
H 2.099 4.364 -1.859 -0.3 0.0 0.1
H 0.479 4.960 -2.251 0.2 -0.2 0.2
C 2.454 0.841 -2.106 0.0 0.0 -0.4
C 3.938 0.516 -1.952 0.4 -0.1 0.0
H 2.287 1.473 -2.986 0.1 -0.2 0.0
H 1.892 -0.090 -2.253 0.1 0.2 -0.2
H 4.542 1.390 -1.666 -0.2 -0.3 -0.1
H 4.112 -0.278 -1.206 -0.1 0.3 -0.3
H 4.316 0.154 -2.920 -0.1 0.1 0.4
C 2.887 2.459 0.325 0.2 0.3 -0.4
C 2.262 3.194 1.519 -0.1 0.4 0.4
H 3.537 3.115 -0.269 -0.1 -0.1 0.2
H 3.513 1.631 0.694 -0.1 0.2 -0.3
H 2.428 2.631 2.455 -0.1 0.3 -0.3
H 2.722 4.192 1.638 -0.3 -0.5 0.1
H 1.172 3.343 1.409 0.4 0.0 0.1
C -5.714 -0.719 0.447 -0.1 0.0 0.0
C -4.773 0.336 0.994 -0.3 0.4 0.0
N -3.495 0.464 0.230 1.0 0.1 0.6
C -2.715 1.561 0.567 -1.0 0.1 -0.4
S -1.254 1.386 1.476 -0.2 0.3 0.1
N -3.204 2.771 0.265 0.8 -0.8 0.1
C -4.241 3.024 -0.769 0.0 0.0 0.1
C -4.966 4.337 -0.509 -0.2 -0.1 0.2
H -5.791 -0.717 -0.647 0.0 0.1 0.3
H -6.698 -0.505 0.877 0.1 -0.2 -0.2
H -5.424 -1.715 0.784 0.0 0.0 -0.1
H -5.268 1.314 0.966 0.2 -0.3 0.1
H -4.530 0.105 2.043 -0.1 0.2 -0.2
H -2.934 -0.384 0.347 -0.3 0.3 -0.1
H -2.634 3.566 0.550 -0.2 -0.2 0.0
H -3.722 3.053 -1.736 -0.2 -0.1 0.1
H -4.926 2.175 -0.764 0.1 0.3 -0.2
H -4.276 5.181 -0.510 0.0 0.0 0.0
H -5.712 4.508 -1.292 0.2 0.0 0.1
H -5.495 4.321 0.453 0.2 0.0 -0.2
```
Positions in Å, forces in eV/Å.